ORCA calculation (wB97M-V/def2-TZVPD) on a cluster of 23 separate species, C46H141N3O23 in total at a distorted geometry.

Each line ends with the Mulliken charge.
Geometry (Å):
C: -29.921 5.401 -9.930  -0.805
C: -29.229 4.189 -9.509  0.208
O: -30.094 3.123 -9.257  -0.603
H: -30.301 5.391 -10.952  0.567
H: -29.198 6.212 -9.850  -0.054
H: -30.785 5.713 -9.344  0.321
H: -28.703 4.357 -8.569  -0.218
H: -28.455 3.889 -10.216  0.329
H: -29.606 2.344 -8.980  0.330
C: -30.979 7.598 -6.594  -0.164
C: -30.574 6.256 -6.116  0.187
O: -31.600 5.368 -6.012  -0.622
H: -30.159 8.315 -6.641  -0.589
H: -31.716 7.962 -5.879  0.363
H: -31.414 7.574 -7.593  0.289
H: -30.025 6.322 -5.177  0.287
H: -29.864 5.848 -6.835  -0.223
H: -31.184 4.503 -5.989  0.373
C: -21.794 3.404 -10.241  -1.360
C: -22.741 3.618 -9.091  0.697
O: -23.636 2.540 -9.104  -0.508
H: -21.202 2.502 -10.083  0.454
H: -21.039 4.169 -10.423  0.347
H: -22.297 3.327 -11.205  0.306
H: -23.272 4.566 -9.177  -0.210
H: -22.251 3.693 -8.120  0.063
H: -23.102 1.745 -9.041  0.337
C: -30.260 13.918 -8.296  0.178
C: -30.811 15.112 -7.520  -0.681
O: -32.021 15.490 -8.103  -0.572
H: -30.196 14.173 -9.354  0.362
H: -30.789 12.966 -8.258  0.018
H: -29.238 13.726 -7.968  -0.297
H: -30.065 15.906 -7.540  0.374
H: -30.954 14.816 -6.481  0.279
H: -32.651 14.775 -7.984  0.320
C: -22.803 10.204 -9.914  -0.761
C: -23.260 11.582 -9.379  1.047
O: -22.115 12.343 -9.112  -0.528
H: -22.108 10.295 -10.749  0.380
H: -23.629 9.569 -10.234  -0.076
H: -22.363 9.638 -9.092  -0.048
H: -23.818 11.480 -8.448  -0.400
H: -23.867 11.991 -10.186  0.296
H: -21.684 12.048 -8.307  0.023
C: -26.721 13.084 -9.523  -0.672
C: -26.274 13.673 -8.225  1.332
O: -25.988 15.030 -8.323  -0.616
H: -25.961 13.133 -10.302  0.596
H: -27.651 13.539 -9.863  0.021
H: -26.906 12.015 -9.423  0.043
H: -25.388 13.136 -7.888  -0.883
H: -26.986 13.440 -7.434  -0.278
H: -25.145 15.109 -8.775  0.563
C: -21.369 15.756 -9.022  -0.915
C: -22.554 15.658 -9.985  -0.344
O: -23.507 14.780 -9.499  -0.439
H: -21.618 15.811 -7.962  0.206
H: -20.728 16.593 -9.298  0.398
H: -20.840 14.808 -9.121  0.176
H: -22.210 15.331 -10.966  0.232
H: -22.914 16.671 -10.168  0.464
H: -23.093 13.949 -9.254  0.123
C: -28.070 10.461 -15.663  -0.836
C: -29.320 10.066 -14.990  -0.415
O: -28.941 9.538 -13.716  -0.258
H: -27.685 11.329 -15.128  0.220
H: -28.331 10.722 -16.689  0.474
H: -27.289 9.702 -15.708  -0.003
H: -29.864 9.385 -15.644  0.558
H: -29.950 10.951 -14.901  0.243
H: -28.734 8.600 -13.727  0.131
C: -26.735 4.879 -15.048  -1.179
C: -26.641 6.415 -14.954  -0.157
O: -27.312 6.800 -13.747  -0.137
H: -26.176 4.482 -15.895  0.379
H: -27.777 4.611 -15.226  0.314
H: -26.394 4.340 -14.164  0.195
H: -27.095 6.976 -15.771  0.319
H: -25.589 6.689 -14.878  0.258
H: -26.733 6.507 -13.040  0.151
C: -26.485 9.401 -8.582  0.535
C: -27.696 8.986 -7.789  -0.401
O: -28.572 10.043 -7.594  2.787
H: -25.848 10.160 -8.127  -0.545
H: -26.781 9.694 -9.589  0.290
H: -25.898 8.500 -8.757  -0.472
H: -27.368 8.648 -6.806  -0.765
H: -28.235 8.184 -8.293  -0.127
H: -29.099 10.170 -8.386  -1.148
C: -33.883 11.801 -2.794  -1.507
C: -32.607 11.400 -3.438  0.308
O: -32.600 11.687 -4.837  -0.619
H: -34.079 12.871 -2.863  0.356
H: -33.929 11.480 -1.753  0.366
H: -34.718 11.328 -3.311  0.341
H: -32.510 10.316 -3.378  0.117
H: -31.775 11.949 -2.996  0.096
H: -31.699 11.654 -5.167  0.604
C: -25.748 4.181 -6.672  -1.482
C: -26.105 5.525 -7.287  1.435
O: -25.573 6.562 -6.479  1.555
H: -25.686 3.370 -7.397  0.437
H: -26.452 3.890 -5.892  0.363
H: -24.778 4.214 -6.176  0.085
H: -27.185 5.612 -7.402  -0.515
H: -25.630 5.629 -8.263  -0.823
H: -25.705 6.386 -5.544  -0.423
C: -25.542 10.036 -13.023  1.112
C: -24.501 10.541 -14.040  -0.667
O: -23.267 9.777 -13.706  -0.533
H: -26.483 10.581 -13.100  -0.054
H: -25.127 10.215 -12.031  -0.530
H: -25.642 8.951 -13.006  -0.162
H: -24.322 11.597 -13.835  0.453
H: -24.845 10.386 -15.062  0.207
H: -22.629 10.493 -13.663  0.298
C: -23.236 14.111 -5.880  -1.191
C: -23.965 12.878 -5.295  1.171
O: -23.129 12.266 -4.283  -0.674
H: -22.847 14.721 -5.065  0.524
H: -23.872 14.735 -6.508  0.374
H: -22.395 13.878 -6.533  0.017
H: -24.176 12.150 -6.079  -0.373
H: -24.865 13.121 -4.730  -0.208
H: -23.566 11.432 -4.093  0.478
C: -32.958 10.255 -8.552  -0.600
O: -33.524 8.947 -8.595  -0.547
H: -32.616 10.568 -9.539  0.123
H: -33.749 10.946 -8.263  0.467
H: -32.075 10.430 -7.938  0.187
H: -33.928 8.803 -7.736  0.316
C: -24.741 6.341 -11.005  0.583
O: -25.835 5.747 -11.653  -0.555
H: -24.541 7.321 -11.439  -0.027
H: -24.964 6.556 -9.960  -0.578
H: -23.845 5.743 -11.175  0.246
H: -25.791 4.837 -11.350  0.161
C: -29.186 12.903 -12.478  -0.943
O: -28.656 11.730 -11.926  -0.338
H: -28.591 13.293 -13.304  0.262
H: -30.205 12.671 -12.788  0.371
H: -29.341 13.757 -11.818  0.300
H: -28.670 11.070 -12.623  -0.020
C: -22.222 6.205 -6.561  -0.579
O: -22.995 6.849 -7.560  -0.474
H: -22.558 5.207 -6.278  0.015
H: -21.234 6.020 -6.984  0.417
H: -22.175 6.875 -5.702  0.170
H: -23.900 6.868 -7.240  0.005
C: -30.415 9.205 -10.571  -0.674
O: -30.019 10.418 -9.981  0.322
H: -29.498 8.678 -10.834  0.077
H: -31.043 8.622 -9.898  0.038
H: -31.091 9.339 -11.415  0.345
H: -29.564 10.928 -10.656  0.112
C: -25.021 9.032 -4.759  0.398
O: -24.461 9.830 -3.760  -0.579
H: -25.177 9.627 -5.659  -0.492
H: -24.278 8.302 -5.081  0.102
H: -25.920 8.548 -4.376  0.173
H: -24.941 9.733 -2.934  0.229
C: -29.169 9.699 -4.286  -0.832
C: -29.119 11.209 -4.389  0.829
C: -27.698 11.717 -4.639  0.054
O: -27.576 13.109 -4.666  -0.192
C: -27.184 13.675 -3.414  -1.081
N: -30.011 11.550 -5.498  0.377
H: -30.165 9.264 -4.203  0.157
H: -28.615 9.470 -3.376  0.562
H: -28.687 9.063 -5.029  -0.598
H: -29.565 11.628 -3.487  0.314
H: -27.338 11.352 -5.601  -0.702
H: -27.048 11.265 -3.889  0.462
H: -26.974 14.743 -3.473  0.300
H: -26.284 13.209 -3.013  0.362
H: -27.912 13.515 -2.620  0.285
H: -29.853 12.530 -5.682  0.141
H: -29.622 11.065 -6.294  -0.659
C: -19.603 10.277 -8.139  -1.378
C: -20.366 10.390 -6.829  0.980
C: -19.665 9.846 -5.547  -1.139
O: -18.561 10.661 -5.267  -0.340
C: -17.689 10.109 -4.290  -0.843
N: -20.750 11.819 -6.630  -0.565
H: -19.514 9.259 -8.519  0.298
H: -18.604 10.692 -8.004  0.412
H: -20.111 10.823 -8.933  0.292
H: -21.331 9.888 -6.904  -0.096
H: -19.342 8.807 -5.612  0.639
H: -20.309 9.820 -4.668  0.464
H: -16.707 10.581 -4.253  0.285
H: -17.445 9.056 -4.427  0.319
H: -18.124 10.114 -3.291  0.314
H: -19.962 12.434 -6.479  0.208
H: -21.276 11.957 -5.779  0.104
C: -23.279 6.292 -1.871  -1.321
C: -24.009 4.944 -2.043  0.556
C: -24.771 4.721 -3.377  -0.780
O: -25.744 5.723 -3.728  0.092
C: -26.880 5.871 -2.849  -0.903
N: -23.076 3.871 -1.700  -0.781
H: -23.994 7.112 -1.946  0.152
H: -22.493 6.563 -2.577  0.265
H: -22.767 6.357 -0.911  0.433
H: -24.736 4.916 -1.231  0.331
H: -25.143 3.696 -3.362  0.507
H: -23.994 4.735 -4.142  0.106
H: -27.696 6.437 -3.298  0.025
H: -26.673 6.443 -1.945  0.339
H: -27.361 4.949 -2.524  0.347
H: -23.590 3.006 -1.785  0.244
H: -22.768 3.939 -0.740  0.274

Cartesian forces (eV/Å) of the 3 atoms listed first:
-0.8 1.7 -0.7
1.2 -1.1 1.1
-1.3 -0.8 -0.2

The calculation puts the molar mass at 1104.6 g mol⁻¹. The gap between HOMO and LUMO is 9.19 eV. The value obtained for the total energy is -3731.6740 hartree. The total charge is 0.